A cluster of 2 separate species, C11H21FN2O5P in total. Source: OMol25; level of theory: ωB97M-V/def2-TZVPD.

```
41
C11H21FN2O5P (ωB97M-V/def2-TZVPD)
C -3.2487 -0.3450 -1.2700
C -1.6389 -0.4436 -1.3586
N -0.9537 0.8733 -1.3914
C 0.5214 0.7671 -1.5776
C 1.2590 -0.2831 -0.6342
C 1.2228 0.0562 0.9213
C 2.3697 -0.5690 1.8801
C 3.9026 -0.3190 1.4665
C 1.8530 0.1089 3.2638
O 2.5773 0.4974 4.2030
N 0.3785 0.2010 3.1521
C -0.0388 -0.3468 1.8135
P -0.5063 -2.1647 2.0249
O -0.1335 -2.7153 3.4182
O -2.2060 -2.2488 1.7669
O 0.1541 -3.1700 0.7952
C -1.4230 1.5803 -2.6352
C -2.0634 3.0557 -2.5925
O -1.3771 1.0366 -3.7712
H -3.5558 -0.6993 -0.2148
H -3.6533 0.7107 -1.3707
H -3.7434 -1.0973 -1.9832
H -1.3300 -1.1056 -0.4665
H -1.3573 -1.0671 -2.2907
H 0.9589 1.8061 -1.3306
H 0.8520 0.5564 -2.6557
H 2.3688 -0.2807 -0.9444
H 0.8926 -1.3477 -0.8824
H 1.3396 1.1803 1.0579
H 2.3017 -1.6861 2.1284
H 4.3007 -1.2525 0.9432
H 4.0603 0.6382 0.8758
H 4.4878 -0.2248 2.4504
H -0.1584 -0.1589 3.9505
H -0.9201 0.3112 1.4737
H -2.3732 -2.9281 1.0676
H 1.1233 -3.0063 0.7514
H -2.9446 3.0228 -3.3336
H -2.3971 3.3651 -1.5486
H -1.2656 3.7484 -3.0603
F 0.3418 4.0174 -4.1859
```

Values from the calculation:
Highest occupied orbital energy (eV): -4.1
Total charge: -1
Kohn-Sham gap (eV): 6.139
Lowest unoccupied orbital energy (eV): 2.0